1.
{"formula": "C33H73N3O4", "method": "the ωB97M-V functional and the def2-TZVPD basis", "smiles": "CCCCO[C@@H]1C[C@@H](CCCCCCOC)OC1=O.CCN(CC)CC.CCN(CC)CC.CCN(CC)CC", "e_above_lowest_kcal_mol": 184.30, "fmax_ev_per_a": 9.28, "homo_energy_ev": -7.98, "multiplicity": 1, "e_lumo_ev": 0.207, "elements": ["C", "C", "C", "C", "O", "C", "C", "C", "C", "C", "C", "C", "C", "C", "O", "C", "O", "C", "O", "H", "H", "H", "H", "H", "H", "H", "H", "H", "H", "H", "H", "H", "H", "H", "H", "H", "H", "H", "H", "H", "H", "H", "H", "H", "H", "H", "H", "C", "C", "N", "C", "C", "C", "C", "H", "H", "H", "H", "H", "H", "H", "H", "H", "H", "H", "H", "H", "H", "H", "C", "C", "N", "C", "C", "C", "C", "H", "H", "H", "H", "H", "H", "H", "H", "H", "H", "H", "H", "H", "H", "H", "C", "C", "N", "C", "C", "C", "C", "H", "H", "H", "H", "H", "H", "H", "H", "H", "H", "H", "H", "H", "H", "H"], "xyz": [[-1.9977, -2.3477, 7.1439], [-3.2287, -3.2305, 6.4451], [-4.0983, -2.1582, 5.5060], [-4.0224, -2.5378, 3.8884], [-3.9621, -1.3720, 3.0034], [-2.7308, -1.3014, 2.2134], [-2.6042, -2.1130, 0.7877], [-1.7677, -3.4059, 1.3497], [-1.1215, -4.4861, 0.2653], [-0.9124, -5.8954, 1.1412], [0.3828, -6.7779, 0.6436], [1.2997, -7.1350, 1.9697], [2.6448, -6.1935, 2.1233], [2.3905, -4.6727, 1.5502], [3.3817, -3.6763, 1.9872], [2.9896, -3.0369, 3.2555], [-0.8267, -2.7761, 2.3354], [-1.2604, -1.4614, 2.9164], [-0.5540, -0.6788, 3.7375], [-1.2946, -3.0977, 7.7335], [-1.3853, -1.7809, 6.3061], [-2.5507, -1.5832, 7.8701], [-3.8948, -3.7895, 7.2316], [-2.6895, -4.0626, 5.7930], [-3.7651, -1.0416, 5.6805], [-5.2328, -2.3325, 5.8339], [-3.1514, -3.3086, 3.7803], [-5.0179, -3.1294, 3.5979], [-2.7369, -0.1627, 1.8547], [-3.6012, -2.2597, 0.1936], [-1.9535, -1.3607, 0.1333], [-2.6481, -4.0726, 1.8035], [-1.8314, -4.7395, -0.6293], [-0.0983, -4.0900, -0.1912], [-1.9023, -6.5155, 1.2505], [-0.6464, -5.5212, 2.2425], [0.9795, -6.2963, -0.2413], [-0.0189, -7.8210, 0.2415], [0.6454, -7.1188, 2.9678], [1.6622, -8.2681, 1.8700], [3.0108, -6.1013, 3.2542], [3.5664, -6.6664, 1.5331], [2.4018, -4.7602, 0.3669], [1.2928, -4.3287, 1.8280], [3.4005, -3.6336, 4.1847], [3.4697, -1.9619, 3.2848], [1.8347, -2.9119, 3.3956], [5.8921, -3.7630, -2.6042], [6.1870, -2.2685, -2.5108], [5.0642, -1.4128, -2.9068], [5.4398, -0.0047, -3.0720], [5.9071, 0.7527, -1.8335], [3.7978, -1.6397, -2.2082], [3.7946, -1.4945, -0.6892], [5.5626, -4.0388, -3.6116], [6.7992, -4.3342, -2.3808], [5.1274, -4.0756, -1.8876], [7.0340, -2.0703, -3.1790], [6.5304, -2.0396, -1.4948], [4.6043, 0.5433, -3.5257], [6.2422, 0.0450, -3.8206], [5.0717, 1.0121, -1.1797], [6.3769, 1.6949, -2.1347], [6.6467, 0.1931, -1.2549], [3.4453, -2.6481, -2.4543], [3.0256, -0.9802, -2.6249], [4.6559, -1.9770, -0.2174], [2.8941, -1.9664, -0.2789], [3.7680, -0.4482, -0.3833], [1.7600, 4.3826, -2.3104], [1.4090, 3.5554, -1.0769], [-0.0184, 3.2432, -0.9542], [-0.3793, 2.6899, 0.3552], [0.2070, 1.3346, 0.7364], [-0.6379, 2.5776, -2.1016], [-0.0512, 1.2395, -2.5417], [1.1809, 5.3116, -2.3415], [2.8215, 4.6507, -2.2868], [1.5858, 3.8299, -3.2380], [1.7177, 4.1424, -0.2033], [2.0226, 2.6465, -1.0753], [-1.4722, 2.6370, 0.4386], [-0.0783, 3.4156, 1.1230], [-0.2907, 0.5170, 0.2106], [0.0588, 1.1583, 1.8070], [1.2815, 1.2744, 0.5445], [-0.6022, 3.2625, -2.9567], [-1.7111, 2.4448, -1.9133], [1.0426, 1.2467, -2.5685], [-0.3984, 1.0038, -3.5546], [-0.3806, 0.4228, -1.8988], [-4.0614, 9.4079, -3.0009], [-4.5338, 8.0516, -2.4848], [-4.4155, 6.9664, -3.4637], [-5.1142, 5.7423, -3.0580], [-4.6062, 5.0163, -1.8168], [-3.0883, 6.7598, -4.0460], [-1.9379, 6.4590, -3.0897], [-4.5893, 9.6874, -3.9189], [-4.2625, 10.1801, -2.2510], [-2.9857, 9.4196, -3.1980], [-5.5900, 8.1667, -2.2121], [-3.9953, 7.8197, -1.5580], [-5.1280, 5.0365, -3.8982], [-6.1702, 5.9955, -2.8922], [-3.6832, 4.4687, -2.0188], [-5.3476, 4.2777, -1.4942], [-4.4372, 5.6934, -0.9755], [-2.8245, 7.6520, -4.6256], [-3.1375, 5.9610, -4.7972], [-1.9413, 7.1075, -2.2084], [-0.9833, 6.6180, -3.6050], [-1.9476, 5.4197, -2.7601]], "lowdin_charge": [-0.149, -0.251, -0.164, -0.191, -0.140, -0.218, -0.053, -0.271, -0.124, -0.206, -0.210, -0.213, -0.170, -0.227, -0.255, -0.109, -0.078, -0.159, 0.005, 0.078, 0.074, 0.086, 0.102, 0.101, 0.122, 0.112, 0.105, 0.142, 0.168, 0.141, 0.124, 0.150, 0.123, 0.120, 0.120, 0.103, 0.106, 0.111, 0.118, 0.111, 0.119, 0.122, 0.123, 0.106, 0.096, 0.106, 0.089, -0.093, -0.269, -0.189, -0.252, -0.093, -0.246, -0.082, 0.078, 0.073, 0.060, 0.116, 0.097, 0.109, 0.108, 0.051, 0.071, 0.068, 0.100, 0.107, 0.072, 0.065, 0.050, -0.087, -0.264, -0.184, -0.244, -0.083, -0.256, -0.084, 0.070, 0.073, 0.065, 0.119, 0.092, 0.110, 0.112, 0.042, 0.063, 0.068, 0.093, 0.110, 0.064, 0.076, 0.049, -0.095, -0.271, -0.191, -0.252, -0.091, -0.248, -0.087, 0.079, 0.072, 0.063, 0.117, 0.096, 0.111, 0.108, 0.047, 0.072, 0.069, 0.100, 0.115, 0.073, 0.072, 0.041]}

---

2.
{"formula": "C8H36O14", "method": "the ωB97M-V functional and the def2-TZVPD basis", "smiles": "OCCO.OCCO.OCCO.OCCO.O.O.O.O.O.O", "e_above_lowest_kcal_mol": 18.19, "fmax_ev_per_a": 2.74, "homo_energy_ev": -9.74, "multiplicity": 1, "e_lumo_ev": -0.261, "elements": ["O", "C", "C", "O", "H", "H", "H", "H", "H", "H", "O", "C", "C", "O", "H", "H", "H", "H", "H", "H", "O", "C", "C", "O", "H", "H", "H", "H", "H", "H", "O", "C", "C", "O", "H", "H", "H", "H", "H", "H", "O", "H", "H", "O", "H", "H", "O", "H", "H", "O", "H", "H", "O", "H", "H", "O", "H", "H"], "xyz": [[-21.4125, 16.9448, -3.9931], [-20.1854, 16.4306, -3.5070], [-20.4568, 15.3274, -2.4882], [-21.2283, 15.7783, -1.3739], [-21.4894, 16.7118, -4.9269], [-19.6231, 15.9280, -4.3056], [-19.5574, 17.2419, -3.1362], [-19.5362, 14.9117, -2.0834], [-21.0868, 14.5753, -2.9775], [-21.9106, 16.3709, -1.7125], [-23.8060, 14.0988, -5.4398], [-22.8267, 13.1771, -4.9843], [-21.5261, 13.3071, -5.7737], [-21.1234, 14.6656, -5.8102], [-23.8835, 13.9797, -6.3945], [-22.5922, 13.3639, -3.9349], [-23.2575, 12.1707, -5.0150], [-21.6823, 12.8878, -6.7778], [-20.7401, 12.7133, -5.3061], [-21.9509, 15.1723, -5.7525], [-21.7594, 20.9250, -4.6582], [-23.0242, 20.3255, -4.8088], [-23.6075, 20.5125, -6.1854], [-22.9606, 19.5541, -7.0951], [-21.1816, 20.4337, -5.2585], [-22.9365, 19.2689, -4.5445], [-23.7603, 20.8306, -4.1722], [-23.3060, 21.4827, -6.5944], [-24.6786, 20.3950, -6.3654], [-22.8723, 19.9577, -7.9640], [-19.6984, 21.1874, -11.5416], [-19.3834, 20.0899, -10.7199], [-20.6257, 19.5843, -9.9785], [-21.1128, 20.5218, -9.0401], [-20.0340, 21.9198, -11.0184], [-19.0180, 19.2641, -11.3323], [-18.5495, 20.2855, -10.0362], [-20.2751, 18.6326, -9.5517], [-21.4374, 19.4053, -10.6756], [-20.4115, 20.8547, -8.4710], [-24.5440, 17.3434, -5.6453], [-23.5991, 17.3573, -5.8415], [-24.7918, 18.2703, -5.6152], [-19.6243, 15.1227, -10.0325], [-19.3681, 15.3284, -9.1120], [-18.7969, 15.0000, -10.5091], [-21.4745, 17.1956, -6.8230], [-21.5768, 17.8884, -7.4902], [-20.9639, 16.4995, -7.2644], [-22.0959, 16.1510, -9.5307], [-22.5144, 15.3324, -9.2500], [-21.2012, 15.8878, -9.8254], [-19.4952, 19.2512, -5.8166], [-20.0082, 18.4474, -5.9955], [-19.0001, 19.4211, -6.6244], [-18.8839, 15.5142, -7.3285], [-18.9397, 15.4402, -6.3679], [-18.4138, 14.7143, -7.5957]], "nbo_charge": [-0.750, -0.087, -0.079, -0.728, 0.491, 0.148, 0.185, 0.178, 0.153, 0.477, -0.700, -0.099, -0.091, -0.762, 0.464, 0.188, 0.173, 0.152, 0.184, 0.491, -0.720, -0.103, -0.105, -0.788, 0.488, 0.190, 0.178, 0.184, 0.173, 0.492, -0.715, -0.087, -0.089, -0.739, 0.473, 0.185, 0.149, 0.150, 0.201, 0.473, -0.938, 0.479, 0.460, -0.973, 0.494, 0.486, -0.998, 0.516, 0.500, -0.972, 0.465, 0.491, -0.959, 0.495, 0.462, -0.969, 0.506, 0.477]}

---

3.
{"formula": "C38H65ClMnN3O4P2SSi", "method": "the ωB97M-V functional and the def2-TZVPD basis", "fmax_ev_per_a": 3.58, "homo_energy_ev": [-12.53, -12.53], "charge": 2, "multiplicity": 5, "e_lumo_ev": [-7.453, -5.741], "elements": ["Mn", "C", "C", "C", "C", "O", "Si", "S", "O", "C", "C", "C", "C", "O", "C", "C", "C", "C", "H", "H", "H", "H", "H", "H", "H", "H", "H", "H", "H", "H", "H", "H", "H", "H", "H", "H", "H", "H", "H", "H", "H", "H", "H", "H", "H", "C", "P", "C", "C", "C", "C", "C", "C", "C", "P", "C", "C", "H", "H", "H", "H", "H", "H", "H", "H", "H", "H", "H", "H", "H", "H", "H", "H", "C", "C", "C", "C", "C", "O", "C", "C", "C", "C", "C", "C", "Cl", "C", "C", "C", "N", "C", "N", "C", "N", "H", "H", "H", "H", "H", "H", "H", "H", "H", "H", "H", "H", "H", "H", "H", "H", "H", "H", "H", "H", "H", "H"], "xyz": [[15.2122, -5.1880, 14.4730], [18.1286, -5.8413, 15.9312], [18.3042, -5.0410, 14.7148], [18.7072, -5.8168, 13.4504], [19.4046, -4.0436, 14.9491], [17.0442, -4.3587, 14.4852], [16.7548, -2.8371, 13.6959], [14.6067, -3.0346, 13.7841], [17.4060, -1.6108, 14.5200], [17.3591, -0.1792, 14.4014], [15.9449, 0.3355, 13.9886], [17.7541, 0.2820, 15.8379], [18.4470, 0.2894, 13.3898], [17.3664, -2.9420, 12.2101], [17.1208, -2.7485, 10.7940], [16.4060, -3.9656, 10.2475], [16.3284, -1.4888, 10.5108], [18.4478, -2.6278, 10.1521], [19.0515, -6.3474, 16.1766], [17.3744, -6.6077, 15.8524], [17.8392, -5.2410, 16.7972], [19.6507, -6.4174, 13.6026], [19.0101, -5.1330, 12.6534], [17.9346, -6.4953, 13.0709], [20.2644, -4.6304, 15.2606], [19.0146, -3.2012, 15.5968], [19.8151, -3.7519, 14.0417], [15.1677, -0.1189, 14.5714], [15.8252, 0.0196, 12.9324], [15.9123, 1.4282, 14.0644], [16.9538, 0.1010, 16.5229], [18.1338, 1.2835, 15.8899], [18.5616, -0.3685, 16.1253], [18.3532, -0.2474, 12.4339], [19.4287, 0.1922, 13.8071], [18.3274, 1.3698, 13.2389], [15.4781, -4.1282, 10.7280], [17.0017, -4.8767, 10.3385], [16.1465, -3.7050, 9.1683], [15.3851, -1.4464, 10.9971], [16.1377, -1.5086, 9.4384], [16.8826, -0.6026, 10.7320], [18.8508, -3.5950, 9.9477], [19.1398, -1.9905, 10.7765], [18.2882, -2.1623, 9.2052], [11.6734, -4.5013, 14.7648], [12.8482, -5.5041, 13.7258], [12.2440, -5.2003, 12.0165], [12.4456, -7.2402, 14.0239], [11.1144, -7.6962, 14.0191], [10.8173, -8.9980, 14.4914], [11.8676, -9.8183, 14.7943], [13.1643, -9.4521, 14.6288], [13.4898, -8.1606, 14.2171], [15.2327, -7.6516, 13.9606], [15.5788, -7.9039, 12.1708], [16.2054, -8.8674, 14.8798], [10.7474, -5.0941, 14.8644], [11.4909, -3.6076, 14.2176], [12.1357, -4.2770, 15.7139], [11.2206, -5.5147, 11.9742], [12.7486, -5.8554, 11.2833], [12.3614, -4.2249, 11.5992], [10.2868, -6.9996, 13.9662], [9.7549, -9.2703, 14.6336], [11.6687, -10.8616, 15.2242], [13.9006, -10.1331, 14.8836], [15.2461, -8.9070, 11.8386], [16.7122, -7.9411, 12.0993], [15.1439, -7.0710, 11.6116], [16.1477, -9.8844, 14.4193], [15.7610, -9.0408, 15.8203], [17.2663, -8.6446, 14.9115], [14.8103, -5.4682, 22.9738], [13.7076, -4.9497, 21.9464], [12.7493, -3.8580, 22.5870], [12.8059, -6.1524, 21.6232], [14.4994, -4.3123, 20.7081], [15.4074, -5.2746, 20.1829], [15.2338, -3.0327, 21.1554], [16.2439, -2.5601, 20.1594], [17.5368, -3.2599, 19.9811], [18.2926, -2.9151, 18.8447], [19.6031, -3.3444, 18.6283], [20.1471, -4.2564, 19.5118], [21.6850, -4.9939, 19.1755], [19.3987, -4.7280, 20.5844], [18.1301, -4.1137, 20.8498], [13.5062, -3.8282, 19.5455], [13.7569, -4.5906, 18.3397], [14.6025, -4.2345, 17.3329], [14.6086, -5.2631, 16.4723], [13.8333, -6.2186, 17.0343], [13.3485, -5.8967, 18.2328], [14.2702, -6.0000, 23.8320], [15.4536, -4.7475, 23.5580], [15.4733, -6.1291, 22.4510], [12.0382, -4.3544, 23.2450], [12.1414, -3.2860, 21.9285], [13.3431, -3.1886, 23.1721], [12.4632, -6.6143, 22.6097], [13.1820, -7.0535, 21.1262], [11.9223, -5.8785, 21.0595], [15.0450, -6.1596, 20.3375], [15.6511, -3.1671, 22.1337], [14.5334, -2.2351, 21.4064], [16.4378, -1.5099, 20.4116], [15.8436, -2.5498, 19.1050], [17.8816, -2.1783, 18.1417], [20.2242, -3.0965, 17.7284], [19.8129, -5.3387, 21.4130], [17.6376, -4.4830, 21.7437], [13.7248, -2.7732, 19.3926], [12.4671, -3.9684, 19.8583], [14.9904, -3.2066, 17.1027], [13.6607, -7.1807, 16.6299]], "lowdin_spin": [4.131, 0.005, 0.005, 0.002, 0.000, 0.040, 0.000, -0.103, -0.002, 0.000, -0.003, 0.000, 0.000, 0.001, 0.000, 0.000, 0.000, 0.000, 0.000, 0.003, 0.000, 0.000, 0.000, 0.001, 0.000, 0.000, 0.000, -0.002, -0.001, 0.000, 0.000, 0.000, 0.000, 0.000, 0.000, 0.000, 0.000, 0.000, 0.000, 0.000, 0.000, 0.000, 0.000, 0.000, 0.000, -0.009, -0.115, -0.010, -0.021, -0.006, -0.002, 0.001, 0.000, 0.003, -0.007, 0.004, -0.001, -0.002, 0.000, -0.001, -0.004, 0.000, 0.000, 0.000, 0.000, 0.000, 0.000, 0.000, 0.000, 0.001, -0.001, 0.000, 0.000, 0.000, 0.000, 0.000, 0.000, 0.000, 0.000, 0.000, 0.000, 0.000, 0.000, 0.000, 0.000, 0.000, 0.000, 0.000, 0.001, 0.006, 0.013, 0.055, 0.011, 0.003, 0.000, 0.000, 0.000, 0.000, 0.000, 0.000, 0.000, 0.000, 0.000, 0.000, 0.000, 0.000, 0.000, 0.000, 0.000, 0.000, 0.000, 0.000, 0.000, 0.000, 0.001, 0.001]}

---

4.
{"formula": "C3H6FN2", "method": "the ωB97M-V functional and the def2-TZVPD basis", "e_above_lowest_kcal_mol": 0.00, "fmax_ev_per_a": 7.39, "homo_energy_ev": [-10.69, -16.95], "charge": 1, "multiplicity": 3, "e_lumo_ev": [-3.294, -8.532], "elements": ["C", "C", "C", "N", "N", "F", "H", "H", "H", "H", "H", "H"], "xyz": [[1.2672, 0.0220, 0.0571], [-0.8703, -0.8132, 0.0212], [-0.8624, 0.7550, 0.1023], [0.5389, -1.0790, -0.0125], [0.5509, 1.1102, -0.0746], [2.6611, 0.0298, 0.0705], [-1.1853, -1.1142, 1.0179], [-1.3158, -1.1767, -0.8917], [-1.4203, 1.1208, -0.7581], [-1.3446, 0.9814, 0.9944], [1.1187, -1.8847, -0.2003], [0.8620, 2.0486, -0.3260]], "lowdin_spin": [0.549, 0.060, 0.053, 0.583, 0.563, 0.070, 0.029, 0.021, 0.019, 0.023, 0.014, 0.015]}